# 1
This record from OMol25 describes the ion H4N2O2P with charge -1 at a distorted geometry. The level of theory is wB97M-V/def2-TZVPD.

Values from the calculation:
energy relative to the best compared isomer or geometry (same formula, charge and spin) = 5.434 eV
Kohn-Sham gap = 8.77 eV
largest force on an atom = 6.28 eV/A
HOMO = -4.127 eV
SMILES = NN[P@H](=O)[O-]
E_LUMO = 0.170 Eh
energy = -16428.0816 eV
molar mass = 95.0 g/mol

The geometry in ORCA input format:
```
! wB97M-V def2-TZVPD RIJCOSX def2/J DEFGRID3
* xyz -1 1
N 1.491 0.225 0.239
N 0.548 -0.893 0.401
P -0.955 -0.228 -0.191
O -0.809 1.744 0.203
O -2.178 -1.069 -0.056
H 1.596 0.122 -0.764
H 0.811 1.107 0.261
H 0.430 -0.769 1.469
H -0.934 -0.238 -1.562
*
```

---

# 2
This record from OMol25 describes a structure of composition CH4S4 at a distorted geometry. The level of theory is wB97M-V/def2-TZVPD.

Values from the calculation:
energy relative to the best compared isomer or geometry (same formula, charge and spin) = 1.455 eV
Kohn-Sham gap = 8.17 eV
largest force on an atom = 2.98 eV/A
HOMO = -8.977 eV
E_LUMO = -0.030 Eh
energy = -44440.8579 eV
molar mass = 144.3 g/mol

The geometry in ORCA input format:
```
! wB97M-V def2-TZVPD RIJCOSX def2/J DEFGRID3
* xyz 0 1
C 0.560 -0.190 -0.292
S 0.395 -1.657 0.837
S 0.014 -0.467 -1.925
S -0.888 1.395 0.543
S 2.187 0.461 -0.218
H -0.714 -1.274 1.547
H -0.453 -1.726 -1.784
H -0.276 2.601 0.389
H 1.982 1.238 0.852
*
```

---

# 3
This record from OMol25 describes the molecule F2 at a distorted geometry. The level of theory is wB97M-V/def2-TZVPD.

Values from the calculation:
energy relative to the best compared isomer or geometry (same formula, charge and spin) = 0.019 eV
Kohn-Sham gap = 13.82 eV
largest force on an atom = 1.35 eV/A
HOMO = -14.141 eV
SMILES = FF
E_LUMO = -0.012 Eh
energy = -5430.0813 eV
molar mass = 38.0 g/mol

The geometry in ORCA input format:
```
! wB97M-V def2-TZVPD RIJCOSX def2/J DEFGRID3
* xyz 0 1
F 0.000 0.000 0.676
F 0.000 0.000 -0.676
*
```

---

# 4
This record from OMol25 describes a structure of composition C4H8NO3 at a distorted geometry. The level of theory is wB97M-V/def2-TZVPD.

Values from the calculation:
energy relative to the best compared isomer or geometry (same formula, charge and spin) = 3.262 eV
Kohn-Sham gap = 7.21 eV
largest force on an atom = 2.67 eV/A
HOMO = -3.503 eV
E_LUMO = 0.136 Eh
energy = -11910.0318 eV
molar mass = 118.1 g/mol

The geometry in ORCA input format:
```
! wB97M-V def2-TZVPD RIJCOSX def2/J DEFGRID3
* xyz -1 1
O 1.622 -0.216 2.383
C 1.977 0.367 1.371
N 1.154 0.443 0.289
C -0.225 -0.094 0.286
C -0.252 -1.292 -0.672
O -1.157 -1.198 -1.698
C -1.210 1.090 -0.183
O -1.663 0.981 -1.485
H 2.979 0.748 1.105
H 1.501 0.755 -0.606
H -0.600 -0.418 1.248
H 0.782 -1.458 -1.059
H -0.361 -2.166 -0.015
H -1.412 -0.141 -1.665
H -0.709 2.050 -0.003
H -2.094 1.067 0.474
*
```